Record 1
{"formula": "C36H53F2N5NaO2P", "method": "ωB97M-V/def2-TZVPD", "symbols": ["Na", "C", "C", "N", "C", "C", "N", "H", "H", "H", "H", "H", "H", "C", "C", "O", "O", "H", "H", "H", "C", "N", "C", "C", "N", "C", "H", "H", "H", "H", "H", "H", "C", "C", "C", "C", "C", "C", "P", "C", "C", "C", "C", "C", "C", "C", "C", "C", "C", "C", "C", "H", "H", "H", "H", "H", "H", "H", "H", "H", "H", "H", "H", "H", "H", "H", "H", "H", "H", "H", "H", "H", "H", "H", "H", "H", "H", "H", "H", "H", "H", "H", "H", "H", "N", "C", "C", "C", "C", "C", "C", "C", "H", "H", "H", "H", "F", "C", "F", "H"], "coordinates": [[-1.3772, -0.1524, -0.2142], [-4.9590, 3.2772, 0.8070], [-3.7299, 3.2280, -0.0361], [-3.7712, 3.0028, -1.3326], [-2.4496, 3.1722, -1.7816], [-1.6499, 3.4792, -0.7028], [-2.4931, 3.5568, 0.4027], [-5.7811, 2.6648, 0.4451], [-5.3256, 4.2506, 0.7291], [-4.7436, 3.1106, 1.8623], [-2.1955, 2.9415, -2.7904], [-0.6315, 3.6785, -0.5797], [-2.2513, 3.5299, 1.3882], [-4.7908, -0.9939, 2.2055], [-3.7199, 0.1423, 2.3086], [-3.7521, 0.9306, 3.2763], [-2.8850, 0.1223, 1.3680], [-5.0741, -1.0375, 1.1532], [-5.5362, -0.7187, 2.9586], [-4.2667, -1.9400, 2.4185], [-3.6430, -3.8277, -2.4952], [-2.5190, -3.6123, -1.5983], [-1.2157, -3.9177, -1.9600], [-0.4160, -3.4071, -0.9672], [-1.2162, -2.8598, -0.0016], [-2.4394, -2.9273, -0.4514], [-3.5114, -4.8477, -2.7875], [-3.6995, -3.1445, -3.3400], [-4.5444, -3.8420, -1.8926], [-0.9955, -4.3924, -2.8850], [0.6431, -3.4022, -0.9386], [-3.3538, -2.6133, 0.0289], [0.0426, 2.8934, 4.3445], [-0.0766, 1.3555, 4.7126], [0.2662, 0.5287, 3.4758], [1.0936, 1.2993, 2.3800], [0.3047, 2.5946, 1.9183], [-0.6053, 3.1940, 3.0034], [1.1627, 0.2118, 0.8933], [2.2216, -1.2449, 1.2414], [1.5167, -2.3632, 2.0427], [2.2579, -3.7153, 1.9168], [3.8018, -3.5246, 1.6910], [4.1548, -2.3148, 2.5602], [3.6912, -1.0564, 1.7907], [2.2447, 1.0979, -0.3378], [1.4913, 1.8611, -1.3990], [2.3458, 2.2570, -2.5986], [3.8501, 2.3258, -2.1799], [3.8529, 3.0147, -0.8003], [3.3143, 2.0333, 0.2277], [1.0832, 3.2592, 4.3179], [-0.4904, 3.3663, 5.1446], [-1.0806, 1.2264, 5.0133], [0.6120, 1.0631, 5.5433], [-0.7080, 0.3065, 3.0095], [0.7415, -0.4192, 3.6528], [2.0168, 1.6076, 2.8593], [-0.3154, 2.3426, 1.0727], [1.0986, 3.2727, 1.6687], [-1.5493, 2.6428, 3.0338], [-0.8853, 4.2339, 2.7693], [2.4266, -1.6523, 0.2866], [0.5050, -2.4670, 1.6531], [1.4746, -2.0860, 3.1183], [1.7708, -4.3683, 1.2022], [2.2803, -4.2489, 2.8494], [4.0568, -3.2648, 0.6441], [4.2515, -4.4837, 1.9363], [5.1904, -2.2455, 2.7803], [3.7021, -2.3246, 3.5330], [4.3883, -0.9499, 0.9164], [3.7863, -0.1794, 2.4350], [2.7796, 0.3303, -0.9082], [1.1605, 2.7848, -0.9726], [0.5811, 1.3575, -1.6980], [1.9940, 3.2133, -3.0196], [2.2426, 1.5270, -3.4218], [4.5262, 2.8404, -2.8911], [4.3479, 1.3516, -2.0694], [3.2316, 3.9201, -0.8105], [4.8835, 3.3063, -0.4909], [3.0023, 2.6188, 1.1051], [4.2222, 1.5211, 0.5963], [-2.0089, -2.3436, -7.8714], [-1.9406, -2.0274, -6.7741], [-1.8936, -1.5999, -5.4350], [-0.6890, -1.5836, -4.7013], [-0.6513, -1.0643, -3.4175], [-1.7882, -0.5742, -2.6996], [-2.9813, -0.6038, -3.5074], [-3.0193, -0.9801, -4.8575], [0.1510, -2.1221, -5.1030], [0.3363, -1.0977, -2.9521], [-3.9542, -0.3070, -3.1076], [-3.9998, -0.9338, -5.3982], [5.0691, -1.3349, -2.5986], [4.2280, -2.0219, -1.6547], [2.8919, -1.6242, -2.2142], [4.2855, -3.0828, -2.0474]], "atomic_forces_ev_per_a": [[-0.494, -0.210, -0.212], [0.677, -0.796, 0.415], [-0.865, -0.356, -0.838], [1.037, 0.353, 0.031], [-0.661, -0.218, 1.878], [-1.497, -0.029, -0.353], [-0.265, -0.356, -0.294], [0.402, -0.473, -0.011], [-0.698, 1.938, -0.023], [-0.051, -0.411, -0.024], [0.262, 0.081, -0.378], [1.164, 0.162, -0.129], [0.132, 0.048, -0.474], [1.159, 0.809, 0.455], [0.088, -0.475, -0.150], [-0.110, -0.106, -0.189], [0.285, 0.330, -0.059], [-0.588, 0.070, 0.222], [-0.327, -0.616, -0.486], [-0.336, 0.262, 0.222], [0.146, -0.370, 1.125], [1.042, 0.007, -1.412], [-0.144, 0.534, 0.786], [-1.398, -0.684, -0.608], [0.403, 0.936, 0.472], [-0.745, -0.481, 0.358], [-0.138, -0.641, -0.830], [0.151, 0.102, 0.175], [-0.307, 0.416, -0.043], [0.119, -0.196, -0.464], [0.728, 0.031, 0.210], [0.202, 0.299, 0.259], [0.258, -0.403, 0.673], [2.501, 1.168, -0.735], [-1.040, 0.474, -1.487], [-1.627, 0.096, 0.857], [0.256, -0.974, 0.955], [-0.019, -1.111, -0.018], [0.729, -0.066, -0.438], [1.172, -0.319, 1.780], [0.067, 0.074, 0.297], [1.084, 0.591, -0.269], [-1.309, 0.350, -0.430], [-0.301, 0.225, -0.965], [0.127, 0.012, -0.404], [0.818, -0.077, -0.006], [-0.591, 0.455, -0.143], [1.145, -0.908, -1.048], [0.082, 0.805, 0.212], [0.800, 0.172, -0.427], [1.080, 0.185, 1.098], [-0.233, -0.220, 0.284], [-0.122, 0.816, 0.519], [-1.122, -0.510, 0.349], [-0.518, 0.577, -0.357], [0.265, -0.242, -0.102], [0.138, -0.248, 0.488], [0.506, -0.056, -0.292], [0.129, -0.008, -0.511], [0.073, 0.763, -0.553], [-0.222, -0.147, -0.238], [0.535, -0.049, 0.441], [-0.172, -0.360, -1.524], [-0.170, -0.011, 0.296], [-0.144, -0.175, -0.645], [0.069, -0.061, -0.417], [-0.679, -0.238, 0.734], [-0.118, -0.163, 0.406], [0.476, 0.082, 0.215], [1.283, 0.116, -0.106], [-0.630, -0.366, 0.612], [-0.749, 0.092, 0.585], [-0.058, 0.117, 0.051], [-0.144, -0.475, 0.424], [-0.410, 0.714, 0.535], [-0.187, -0.317, -0.292], [0.259, -0.123, 0.267], [-0.023, 0.119, 0.370], [-0.711, 0.111, 0.073], [-0.587, -0.095, -0.059], [0.166, 0.010, -0.223], [-0.621, 0.010, -0.242], [-0.320, -0.205, -0.162], [-0.637, -0.476, -0.130], [-0.058, -0.444, -1.209], [0.024, 0.056, 0.327], [0.084, 1.298, 1.048], [-0.882, -0.564, -0.064], [-0.243, 0.214, 0.178], [-0.339, -0.206, -0.817], [0.684, 0.193, -0.234], [-0.759, -0.687, 0.381], [0.455, 0.149, -0.215], [-0.170, 0.053, 0.143], [0.273, 0.201, 0.218], [1.050, -0.047, 0.305], [0.257, -0.030, 0.005], [-0.478, -0.048, -0.350], [0.270, -0.306, 0.293], [-0.093, 0.475, 0.057]], "multiplicity": 1, "total_charge": -2, "relative_energy_kj_mol": 66.2, "e_lumo_ev": [4.18, 3.58]}

Record 2
{"formula": "C36H53MgN4OP2", "method": "ωB97M-V/def2-TZVPD", "symbols": ["C", "C", "C", "C", "C", "H", "H", "H", "N", "P", "P", "C", "H", "H", "C", "O", "C", "H", "C", "C", "C", "C", "C", "H", "H", "H", "C", "H", "H", "H", "C", "H", "H", "H", "C", "H", "H", "H", "C", "H", "H", "H", "C", "H", "H", "H", "C", "H", "H", "H", "C", "H", "H", "H", "C", "H", "H", "H", "C", "H", "H", "H", "C", "H", "H", "H", "C", "H", "H", "H", "Mg", "N", "C", "C", "C", "C", "C", "H", "C", "H", "C", "H", "H", "H", "N", "C", "C", "C", "C", "C", "N", "H", "H", "H", "H", "H", "H"], "coordinates": [[-1.5038, -1.3356, -1.6843], [0.8175, -1.6270, -1.4902], [-1.5400, -2.0983, -2.8500], [0.7878, -2.5416, -2.5757], [-0.3877, -2.7726, -3.2608], [-2.4640, -2.1277, -3.4239], [1.7257, -2.9957, -2.8950], [-0.4055, -3.4238, -4.1298], [-0.3975, -1.2640, -0.9130], [-2.9486, 0.1208, 0.3425], [3.0399, 0.0176, -0.1957], [-2.7311, -0.4590, -1.3857], [-2.6797, 0.4491, -2.0103], [-3.6390, -0.9873, -1.7061], [1.0063, 1.8663, 2.3958], [1.7516, 2.7381, 2.4797], [2.1304, -1.1235, -1.1721], [2.8681, -1.8809, -1.4931], [4.4693, 0.6021, -1.4091], [3.7114, -0.8324, 1.4584], [-3.5906, 1.9074, 0.2206], [-4.2100, -1.1822, 0.9143], [4.4167, 2.1419, -1.3639], [4.5545, 2.5227, -0.3424], [5.2157, 2.5565, -1.9978], [3.4588, 2.5192, -1.7440], [5.8724, 0.1210, -1.0122], [6.1657, 0.4164, 0.0015], [5.9811, -0.9668, -1.1201], [6.6008, 0.5851, -1.6990], [4.2088, 0.1143, -2.8391], [4.9187, 0.6098, -3.5213], [4.3616, -0.9683, -2.9339], [3.1974, 0.3551, -3.1814], [4.6082, 0.1736, 2.2009], [4.0223, 1.0312, 2.5614], [5.0513, -0.3284, 3.0759], [5.4277, 0.5665, 1.5908], [2.5451, -1.1749, 2.3955], [1.9532, -0.2862, 2.6644], [1.8707, -1.9344, 1.9799], [2.9578, -1.5889, 3.3329], [4.4418, -2.1260, 1.0975], [5.3460, -1.9547, 0.5011], [4.7492, -2.6311, 2.0276], [3.7852, -2.8128, 0.5452], [-4.5738, -0.8809, 2.3750], [-5.2072, -1.7005, 2.7475], [-3.6859, -0.8152, 3.0191], [-5.1490, 0.0524, 2.4690], [-3.5170, -2.5518, 0.8086], [-3.3054, -2.8242, -0.2342], [-2.5754, -2.6020, 1.3698], [-4.1914, -3.3168, 1.2208], [-5.4949, -1.2598, 0.0712], [-6.1603, -1.9849, 0.5651], [-6.0351, -0.3113, 0.0102], [-5.3198, -1.6300, -0.9466], [-2.7193, 2.7115, -0.7707], [-3.0068, 2.5103, -1.8127], [-2.9013, 3.7827, -0.5891], [-1.6414, 2.5233, -0.6551], [-3.4790, 2.5348, 1.6250], [-2.4336, 2.6006, 1.9607], [-3.8873, 3.5558, 1.5823], [-4.0509, 1.9737, 2.3772], [-5.0458, 1.9789, -0.2550], [-5.1870, 1.5057, -1.2369], [-5.7501, 1.5529, 0.4715], [-5.3079, 3.0433, -0.3657], [-0.4234, -0.0173, 0.9014], [0.5773, 1.2688, -0.3116], [1.2213, 1.1832, -1.3364], [1.2162, 1.8749, -2.6329], [1.2116, 3.2827, -2.6061], [1.0088, 1.2066, -3.8481], [1.0344, 4.0119, -3.7870], [1.3197, 3.7960, -1.6450], [0.8641, 1.9414, -5.0308], [0.9406, 0.1166, -3.8522], [0.8550, 3.3383, -4.9983], [1.0290, 5.1058, -3.7492], [0.7401, 1.4079, -5.9732], [0.7079, 3.9052, -5.9208], [-0.4984, -2.9685, 2.1842], [-0.7592, -2.0837, 3.2003], [-1.1124, -2.5688, 4.4735], [-1.4503, -1.6598, 5.4689], [-1.4146, -0.2924, 5.1616], [-1.0701, 0.1179, 3.8815], [-0.7258, -0.7636, 2.8933], [-0.1652, -2.6754, 1.2680], [-0.4531, -3.9565, 2.3937], [-1.1225, -3.6509, 4.6241], [-1.7351, -1.9987, 6.4662], [-1.6532, 0.4616, 5.9140], [-1.0383, 1.1777, 3.6175]], "atomic_forces_ev_per_a": [[-0.452, -0.371, -1.004], [0.463, 0.391, 0.593], [-0.612, 0.711, 0.561], [-0.614, -0.534, -0.676], [0.759, -0.052, 0.448], [0.229, -0.059, 0.074], [-0.277, 0.198, 0.003], [0.020, 0.061, 0.131], [0.769, 0.719, 0.314], [-0.045, -0.137, -0.311], [1.162, 1.105, 1.354], [0.070, -0.030, -0.288], [0.226, -0.394, 0.090], [0.323, 0.161, 0.006], [2.268, 2.836, -0.032], [-2.193, -2.568, -0.148], [-0.091, -1.895, 0.446], [-0.468, 0.280, -0.573], [0.030, -0.699, 0.524], [0.286, 0.019, -1.148], [-0.288, -0.440, 0.008], [0.000, 0.474, 0.088], [0.076, -0.090, -0.005], [-0.029, -0.107, -0.207], [-0.149, -0.086, 0.125], [0.400, -0.078, 0.163], [0.282, 0.173, -0.224], [-0.048, -0.142, -0.395], [-0.052, 0.322, 0.040], [-0.153, -0.137, 0.168], [0.016, 0.094, -0.102], [-0.134, -0.102, 0.194], [-0.065, 0.225, 0.025], [0.347, -0.137, 0.047], [-0.017, -0.087, -0.010], [0.126, -0.201, -0.104], [-0.079, 0.163, -0.164], [-0.276, -0.141, 0.266], [0.005, 0.128, -0.170], [0.241, -0.284, -0.055], [0.181, 0.103, -0.055], [-0.157, 0.120, -0.272], [0.254, -0.152, 0.396], [-0.300, -0.022, 0.222], [-0.005, -0.058, -0.215], [0.104, 0.146, 0.102], [-0.191, -0.147, 0.056], [0.144, 0.238, 0.016], [-0.150, 0.000, -0.133], [0.160, -0.268, -0.021], [0.182, 0.034, 0.076], [-0.049, 0.062, 0.225], [-0.367, 0.062, -0.161], [0.107, 0.177, -0.097], [-0.199, 0.012, 0.136], [0.140, 0.140, -0.178], [0.121, -0.328, 0.021], [-0.027, 0.094, 0.255], [-0.012, -0.080, 0.079], [0.146, 0.027, 0.281], [0.066, -0.295, -0.045], [-0.234, 0.035, -0.027], [-0.051, -0.022, -0.069], [-0.198, -0.013, -0.100], [0.134, -0.241, 0.071], [0.164, 0.147, -0.181], [-0.131, 0.436, 0.030], [0.017, 0.036, 0.290], [0.225, 0.118, -0.206], [-0.002, -0.251, -0.020], [0.100, -0.179, -0.381], [0.760, -0.093, -3.497], [-3.556, 1.731, 3.375], [0.057, 0.139, -0.761], [-0.021, 0.064, -0.069], [0.118, 0.104, 0.127], [-0.010, -0.269, 0.299], [0.037, -0.184, -0.400], [-0.141, -0.046, 0.349], [0.162, 0.280, -0.057], [0.149, -0.101, 0.031], [-0.011, -0.460, -0.029], [-0.036, 0.182, 0.249], [0.097, -0.206, 0.310], [0.225, 0.030, 0.251], [0.061, 0.151, -0.753], [-0.189, 0.288, 0.411], [0.287, -0.395, -0.674], [-0.021, 0.635, -0.261], [0.119, -0.849, 0.237], [-0.234, -0.176, 0.791], [-0.158, -0.119, 0.395], [0.041, 0.302, -0.103], [-0.024, 0.415, 0.101], [0.112, 0.079, -0.326], [0.039, -0.282, -0.274], [-0.090, -0.436, 0.130]], "multiplicity": 1, "total_charge": 1, "e_lumo_ev": [-2.76, -2.76]}

- Number 2 is which compound?
  C36H53MgN4OP2